No. 1
Computed, not measured: a structure of composition C42H58IrN4O5, with the ωB97M-V functional and the def2-TZVPD basis.

The geometry in XYZ format:
```
110
Properties=species:S:1:pos:R:3:forces:R:3:mulliken_spin:R:1
Ir 1.008 0.753 -0.777 -0.0501 0.2622 0.1909 1.42
C 2.840 3.087 -0.272 0.0379 -0.0329 -0.0121 0.01
N 2.874 1.696 -0.813 -0.0680 0.1057 0.0854 -0.02
C 3.361 1.754 -2.215 -0.0265 0.0018 -0.0936 0.01
C 3.816 0.882 0.016 -0.0076 -0.0587 -0.0243 0.01
C 3.578 -0.601 -0.187 0.0060 0.0110 0.0877 -0.02
N 2.114 -0.955 -0.116 -0.0376 -0.0423 0.1207 0.00
C 1.843 -2.123 -1.036 0.0702 -0.0552 -0.0125 0.03
C 0.577 -2.178 -1.869 -0.0545 -0.0929 -0.0074 0.16
C 0.560 -3.063 -2.910 0.0195 0.0402 0.0912 0.10
C -0.628 -3.344 -3.619 0.0136 -0.0335 -0.0395 -0.03
C -1.826 -2.725 -3.197 -0.0831 0.0767 0.0657 0.01
C -1.887 -1.814 -2.178 -0.0083 -0.0518 -0.0780 0.17
C -0.630 -1.468 -1.548 0.0724 0.0589 -0.1088 0.10
O -0.587 -0.478 -0.731 -0.0571 -0.1001 -0.0128 0.36
C -3.178 -1.132 -1.746 -0.0338 -0.0439 0.0013 0.03
C -3.097 0.381 -2.005 -0.0101 0.0335 -0.0028 0.03
C -3.420 -1.398 -0.250 0.0000 0.0144 0.0080 0.03
C -4.375 -1.681 -2.526 -0.0028 0.0168 0.0147 0.00
C -0.661 -4.289 -4.799 0.0089 0.0034 0.0027 0.09
C 0.704 -4.902 -5.107 -0.0006 0.0089 -0.0008 0.01
C -1.659 -5.424 -4.507 -0.0035 0.0008 0.0078 0.04
C -1.137 -3.491 -6.029 -0.0011 -0.0042 -0.0007 0.04
C 1.697 -1.414 1.255 0.0097 -0.0054 -0.0061 0.10
C 1.856 -0.484 2.424 -0.0218 -0.0647 0.1069 -0.01
C 1.856 -0.908 3.696 0.0597 -0.0609 -0.1769 0.04
C 1.506 -0.081 4.837 -0.0306 0.0578 0.0408 0.03
C 0.544 0.928 4.775 -0.0120 -0.0085 0.0720 0.14
C -0.186 1.459 3.707 -0.0735 -0.0380 -0.0167 0.11
C 0.276 1.253 2.356 -0.1281 -0.0240 -0.0973 0.22
O -0.340 1.264 1.291 0.1936 0.1468 0.0519 0.34
C -1.440 2.295 3.910 0.0018 0.0410 0.0536 0.06
C -1.265 3.639 3.184 -0.0418 0.0061 0.0552 0.05
C -1.713 2.569 5.389 -0.0166 0.0071 -0.0116 0.00
C -2.648 1.537 3.328 -0.0099 -0.0075 -0.0131 0.04
C 2.151 -0.471 6.159 -0.0155 0.0035 0.0151 0.02
C 3.674 -0.377 5.967 0.0078 -0.0141 0.0195 0.04
C 1.747 0.442 7.316 0.0163 0.0210 -0.0265 0.00
C 1.769 -1.916 6.530 -0.0032 -0.0093 -0.0109 0.04
H 3.852 3.497 -0.286 -0.0099 -0.0026 0.0017 0.00
H 2.467 3.073 0.747 -0.0351 0.0066 0.0455 -0.01
H 2.191 3.694 -0.897 0.0061 -0.0078 0.0173 0.00
H 4.369 2.172 -2.229 -0.0033 0.0021 -0.0190 0.00
H 2.697 2.388 -2.797 0.0227 -0.0147 0.0023 0.00
H 3.362 0.760 -2.658 0.0177 -0.0027 -0.0146 -0.01
H 3.693 1.172 1.052 -0.0415 0.0240 0.0956 0.00
H 4.841 1.128 -0.275 -0.0162 -0.0138 0.0189 0.00
H 4.129 -1.171 0.565 0.0062 0.0021 -0.0365 0.00
H 3.944 -0.909 -1.164 -0.0167 0.0445 0.0094 0.00
H 1.846 -3.027 -0.420 0.0676 0.0049 -0.0461 0.00
H 2.684 -2.219 -1.718 -0.0490 0.0399 -0.0209 0.00
H 1.469 -3.582 -3.182 0.0277 -0.0110 0.0052 0.00
H -2.730 -2.973 -3.729 -0.0179 0.0007 0.0072 0.00
H -2.360 0.864 -1.365 -0.0077 0.0115 0.0054 0.00
H -4.068 0.828 -1.791 -0.0128 0.0062 -0.0009 0.00
H -2.859 0.588 -3.051 0.0044 0.0021 -0.0257 0.00
H -2.634 -0.976 0.373 0.0087 0.0065 0.0150 -0.01
H -3.497 -2.468 -0.053 0.0004 -0.0215 0.0087 0.00
H -4.364 -0.938 0.045 -0.0135 0.0021 0.0020 0.00
H -4.296 -1.478 -3.596 0.0010 0.0096 -0.0218 0.00
H -5.281 -1.193 -2.169 -0.0033 0.0010 0.0062 0.00
H -4.503 -2.754 -2.378 0.0024 -0.0272 -0.0001 0.00
H 1.078 -5.504 -4.277 0.0103 -0.0150 0.0200 0.00
H 1.446 -4.143 -5.360 0.0185 0.0161 -0.0042 0.00
H 0.611 -5.562 -5.968 -0.0006 -0.0022 -0.0064 0.00
H -1.366 -5.991 -3.624 0.0059 -0.0152 0.0201 0.00
H -1.676 -6.106 -5.357 0.0017 -0.0051 -0.0119 0.00
H -2.675 -5.058 -4.361 -0.0205 0.0077 0.0069 0.00
H -0.456 -2.669 -6.253 0.0149 0.0201 -0.0076 0.00
H -2.138 -3.084 -5.891 -0.0203 0.0114 -0.0046 0.00
H -1.163 -4.156 -6.893 -0.0014 -0.0099 -0.0088 0.00
H 2.232 -2.340 1.488 -0.0067 0.0273 -0.0003 0.00
H 0.637 -1.664 1.155 0.0232 0.0000 0.0003 0.00
H 2.066 -1.953 3.892 0.0012 -0.0226 0.0047 0.01
H 0.246 1.307 5.740 0.0073 0.0029 -0.0081 -0.02
H -0.386 4.169 3.554 0.0102 0.0086 0.0094 0.00
H -2.137 4.266 3.374 -0.0166 0.0045 0.0029 0.00
H -1.174 3.514 2.108 0.0285 -0.0037 -0.0921 -0.01
H -0.904 3.132 5.857 0.0135 0.0106 0.0078 0.00
H -1.879 1.651 5.955 -0.0038 -0.0159 0.0085 0.00
H -2.617 3.170 5.470 -0.0034 0.0081 0.0000 0.00
H -2.533 1.344 2.263 0.0039 0.0014 -0.0088 -0.01
H -3.542 2.143 3.471 -0.0290 0.0088 0.0055 0.00
H -2.799 0.588 3.846 0.0018 -0.0212 0.0073 0.00
H 3.976 0.641 5.721 0.0062 0.0229 -0.0078 0.00
H 4.022 -1.039 5.171 0.0157 -0.0164 -0.0162 0.00
H 4.177 -0.672 6.887 0.0155 -0.0057 0.0232 0.00
H 1.992 1.486 7.116 -0.0042 0.0229 -0.0117 0.00
H 2.296 0.143 8.208 0.0181 -0.0056 0.0204 0.00
H 0.685 0.366 7.551 -0.0317 -0.0102 0.0167 0.00
H 2.204 -2.653 5.855 -0.0071 -0.0076 -0.0227 0.00
H 0.686 -2.050 6.545 -0.0259 0.0017 0.0076 0.00
H 2.147 -2.138 7.527 0.0167 -0.0041 0.0141 0.00
O 2.529 1.728 2.774 0.0438 0.0051 -0.1072 0.61
N 1.674 0.927 2.264 0.1492 0.0147 -0.1236 0.42
O 0.479 0.852 -3.467 -0.0353 0.0172 -0.0932 0.08
C -0.087 1.842 -3.033 0.0006 -0.1006 -0.1918 -0.04
N 0.050 2.187 -1.686 0.1667 -0.3634 -0.0048 0.13
C -0.733 3.342 -1.401 -0.0252 0.0135 0.0656 -0.02
O -0.795 3.869 -0.330 0.0283 0.0422 0.0474 0.05
C -1.388 3.709 -2.689 0.0076 0.0327 -0.0430 0.00
C -2.253 4.747 -2.967 0.0203 -0.0284 -0.0217 -0.01
C -2.707 4.859 -4.279 0.0045 -0.0040 0.0274 0.01
C -2.302 3.962 -5.266 0.0130 -0.0172 0.0001 0.01
C -1.429 2.918 -4.980 -0.0199 0.0213 0.0114 0.00
C -0.985 2.812 -3.677 -0.0386 0.1110 0.0995 0.02
H -2.562 5.442 -2.199 -0.0034 0.0109 0.0182 0.00
H -3.385 5.659 -4.540 -0.0134 0.0125 -0.0067 0.00
H -2.673 4.086 -6.274 -0.0064 0.0032 -0.0192 0.00
H -1.110 2.222 -5.744 0.0085 -0.0178 -0.0161 0.00
```
Forces are in eV/Å.

Its largest force on an atom is 0.40 eV/A. The value obtained for the orbital gap (alpha / beta) is 7.81 / 6.32 eV. Its energy is -2334.127436 hartree. As for the spin multiplicity: 6. Its molecular weight is 891.166 u. The charge is +2.

---

No. 2
Computed, not measured: a structure of composition C42H58N5O2Ti, with the ωB97M-V functional and the def2-TZVPD basis.

The geometry in XYZ format:
```
108
Properties=species:S:1:pos:R:3:forces:R:3:mulliken_charge:R:1
Ti -0.521 -1.777 0.017 0.1401 1.4341 0.2026 -0.41
C -0.685 5.041 2.282 1.3414 0.7213 1.7039 -1.68
C -1.983 4.329 2.081 0.9526 -0.4657 0.4726 2.20
C -2.815 4.665 3.289 -0.4551 -1.4069 0.4058 -2.08
C -2.719 4.714 0.840 -0.1867 -0.9574 -1.1279 -1.46
C -1.615 2.862 2.006 -0.6965 -0.4218 2.6009 -0.03
C -1.016 2.345 0.908 0.2882 0.9494 -2.2811 -1.12
C -0.733 1.017 0.817 1.2527 -0.9505 -0.8881 0.66
N -0.213 0.320 -0.355 -1.0435 -0.6487 -0.0114 0.93
C 1.124 0.535 -0.901 -1.2755 0.3884 -0.2314 -0.31
C 1.567 1.818 -1.233 0.2273 -0.4129 0.2382 -0.61
C 2.806 1.925 -1.890 -0.3620 -1.8867 0.9924 -0.22
C 3.501 0.703 -2.068 -0.5613 -0.2774 -0.3682 0.20
C 3.053 -0.594 -1.769 -0.8877 0.1522 0.4587 -0.36
C 1.778 -0.663 -1.169 0.6670 0.8192 -0.1491 0.29
O 1.149 -1.792 -0.786 0.4598 -0.6131 -0.0612 0.12
C 3.900 -1.856 -1.976 -1.3421 -0.3063 0.1290 2.34
C 3.086 -3.021 -2.685 0.3043 1.4077 -0.0133 -1.20
C 5.110 -1.578 -2.796 0.7995 0.4825 -2.1451 -2.02
C 4.344 -2.375 -0.612 -0.4086 0.5261 -0.0961 -1.41
C 3.386 3.230 -2.324 0.6592 0.5149 -0.4314 2.12
C 3.506 4.153 -1.086 -0.4713 0.1677 -0.4405 -1.59
C 2.459 3.810 -3.390 -1.4276 2.5248 0.4127 -1.37
C 4.762 3.040 -2.990 -0.1374 -0.1376 0.6200 -2.28
C -0.826 0.199 1.915 0.0871 -1.0993 -0.0667 0.11
O -0.402 -1.104 1.775 -0.5019 -0.0918 -1.0292 -0.89
C -1.349 0.677 3.096 0.3019 -0.1285 1.5593 -0.29
C -1.752 2.004 3.134 -0.0079 0.3480 -0.3862 -0.01
C -1.341 -0.238 4.357 -0.4009 1.2442 -0.8577 2.39
C -2.224 -1.466 4.015 -1.0390 0.7348 1.6113 -1.07
C 0.062 -0.719 4.686 1.0043 -0.1599 1.4015 -1.52
C -1.852 0.524 5.603 0.3009 0.1650 -0.6926 -2.26
H -0.744 6.109 2.119 -0.1045 0.3587 -0.2065 0.49
H 0.152 4.641 1.743 0.3194 -0.1250 -0.7137 0.20
H -0.376 4.925 3.360 -0.2098 0.1011 -0.9326 0.33
H -3.017 5.714 3.215 -0.4913 0.5659 0.3714 0.51
H -2.253 4.438 4.214 -0.4331 0.3189 -0.3682 0.36
H -3.729 4.033 3.273 0.1961 0.7067 0.1978 0.34
H -2.980 5.762 0.765 -0.4091 0.1653 0.3364 0.45
H -3.570 4.006 0.842 -0.1311 0.8509 -0.5153 0.35
H -2.129 4.508 -0.066 -0.1799 0.0044 0.2365 0.23
H -0.764 2.998 0.052 -0.4460 -0.4668 0.5712 -0.18
H 0.937 2.656 -0.889 0.6410 -0.3529 -0.6311 -0.18
H 4.445 0.712 -2.561 0.3936 0.3627 -0.1137 0.16
H 2.499 -2.568 -3.529 0.5674 -0.7889 0.5703 0.24
H 2.425 -3.505 -1.972 -0.2244 0.0982 -0.0602 0.03
H 3.823 -3.767 -3.002 -0.2634 0.1568 -0.3367 0.47
H 4.813 -1.398 -3.872 0.2600 -0.2421 0.9317 0.38
H 5.717 -2.497 -2.790 0.1802 0.5381 -0.0554 0.45
H 5.713 -0.672 -2.546 -0.2958 -1.0156 0.3170 0.39
H 3.466 -2.654 -0.026 0.1994 0.2130 0.1970 0.01
H 4.924 -1.575 -0.143 0.0075 -0.3659 0.3631 0.35
H 4.937 -3.260 -0.772 0.4391 -0.3304 0.1500 0.49
H 2.507 4.482 -0.746 0.3863 -0.4414 0.1136 0.29
H 3.995 5.066 -1.379 0.3929 0.4533 -0.1575 0.49
H 4.090 3.707 -0.273 -0.2729 -0.0544 -0.1674 0.31
H 1.572 4.329 -2.902 0.8440 -0.6609 -0.3467 0.29
H 2.006 3.063 -4.015 0.1517 -0.4510 -0.4927 0.33
H 2.888 4.644 -4.023 -0.0535 -1.1040 0.6550 0.34
H 5.498 2.726 -2.249 0.2162 0.1508 -0.1339 0.40
H 5.089 3.892 -3.555 0.1786 0.9545 0.3946 0.42
H 4.743 2.314 -3.774 -0.2667 -0.9129 -0.3768 0.54
H -2.109 2.367 4.102 -0.0344 0.0767 -0.6816 0.47
H -1.753 -1.950 3.204 0.5370 -1.1073 -0.4723 -0.04
H -3.209 -1.151 3.609 0.3283 -0.0459 0.6032 0.20
H -2.372 -2.116 4.934 0.1859 0.5919 -1.2457 0.48
H 0.616 -1.234 3.891 -0.2120 0.5486 0.0261 0.11
H -0.128 -1.498 5.433 0.3268 -0.0785 0.1352 0.52
H 0.714 0.041 5.241 -0.8990 -0.7892 -1.1304 0.29
H -2.897 0.825 5.461 0.0989 -0.2969 0.4245 0.38
H -1.273 1.439 5.852 -0.1557 -0.5144 -0.4285 0.40
H -1.673 -0.152 6.427 -0.5753 -0.1229 0.4778 0.51
N -1.940 -4.644 -0.850 -0.2924 -1.2881 -1.0176 -0.01
C -2.943 -3.783 -0.420 0.9174 -0.5334 0.8889 0.68
C -4.295 -4.147 -0.448 0.4772 -0.5795 -0.8790 -1.13
C -5.176 -3.202 -0.037 -1.1432 0.4002 1.0298 -0.48
C -4.777 -1.994 0.557 -0.1192 0.9174 -0.2162 -0.92
C -3.437 -1.732 0.602 0.1474 -1.7929 -0.5014 -0.61
N -2.528 -2.653 0.114 -0.5078 1.7657 0.3849 0.76
C -0.675 -4.943 -0.283 -2.6875 1.5371 -0.5631 0.55
C -0.159 -6.173 -0.427 2.2805 -1.2670 0.1535 -1.08
C 1.157 -6.395 -0.026 -1.7938 1.3399 -0.0131 -0.51
C 1.826 -5.380 0.594 2.4982 0.7887 1.0612 -0.90
C 1.194 -4.160 0.752 0.3832 0.6155 0.9521 -0.18
N -0.055 -3.959 0.315 0.9608 1.4378 0.3422 0.31
H -2.259 -5.360 -1.505 0.1133 0.3381 0.5650 0.30
H -4.599 -5.142 -0.813 0.1342 0.7216 0.1941 0.45
H -6.230 -3.412 -0.021 -0.2578 -0.1790 -0.2432 0.46
H -5.491 -1.211 0.902 0.5503 -0.9755 -0.2814 0.44
H -3.039 -0.834 1.012 0.3026 0.5094 0.2287 0.58
H -0.628 -6.982 -0.891 -1.1314 -0.8294 -0.6830 0.51
H 1.554 -7.330 -0.218 1.0258 -1.6856 -0.1513 0.55
H 2.897 -5.484 0.951 -1.5458 0.0821 -0.5094 0.37
H 1.667 -3.274 1.260 -0.4067 -1.2082 -0.6382 0.44
C -2.999 -0.932 -2.678 0.4841 1.0455 0.7099 -1.53
C -1.824 0.039 -2.298 -0.3592 -0.4659 -1.0526 1.01
C -0.745 0.068 -3.409 -0.7869 1.0375 0.4006 -1.47
C -2.440 1.379 -2.014 0.3709 0.4418 1.2014 -1.41
N -1.241 -0.443 -1.094 1.6186 -0.6296 2.3422 1.00
H -3.386 -0.652 -3.665 0.1300 -0.2132 0.2034 0.52
H -3.824 -0.865 -1.931 0.6305 -0.0661 -0.5581 0.29
H -2.572 -1.917 -2.678 -0.1344 -0.7943 -0.2745 0.25
H -1.279 0.461 -4.274 0.4975 0.1086 -0.3531 0.61
H -0.343 -0.901 -3.634 0.0017 -0.6715 -0.0607 0.24
H 0.109 0.705 -3.110 -0.6261 -0.1064 -0.3788 0.10
H -2.991 1.735 -2.861 -0.8383 0.0709 -0.2706 0.62
H -1.658 2.127 -1.879 0.0651 0.0441 0.2774 0.17
H -3.012 1.268 -1.042 0.2678 0.5187 -1.3273 0.24
```
Forces are in eV/Å.

Its largest force on an atom is 3.15 eV/A. The value obtained for the orbital gap is 7.44 eV. Its energy is -2908.847556 hartree. Its molecular weight is 712.826 u. The charge is +1.